No. 1
Formula: C10H13NO
Source: OMol25
Level of theory: ωB97M-V with the def2-TZVPD basis set

The calculation puts the frontier orbital gap at 0.3416 Eh. For the LUMO energy, the calculation gives 0.836 eV.

Cartesian coordinates (Å):
O  4.101  -0.396  0.042
N  -2.293  -0.365  -0.072
C  -1.973  1.904  0.531
C  -1.392  0.800  -0.333
C  0.035  0.459  -0.215
C  1.866  -1.078  0.189
C  2.339  1.231  -0.337
C  -0.472  -2.005  0.203
C  0.522  -0.821  0.052
C  -1.752  -1.644  -0.549
C  2.770  -0.049  -0.024
C  0.999  1.487  -0.414
H  0.008  -2.903  -0.170
H  -2.331  -0.577  0.935
H  -1.688  -1.615  -1.656
H  -1.636  0.941  -1.416
H  2.206  -2.121  0.512
H  -0.787  -2.132  1.226
H  -2.083  1.527  1.583
H  3.138  1.968  -0.387
H  4.618  0.309  0.445
H  -1.361  2.821  0.678
H  -2.502  -2.406  -0.364
H  -2.995  2.136  0.196
H  0.663  2.527  -0.654

***

No. 2
Formula: C10H13NPTi
Source: OMol25
Level of theory: ωB97M-V with the def2-TZVPD basis set

The calculation puts the frontier orbital gap (spin up / spin down) at 0.2674 / 0.2674 Eh. As for the net charge: +1. For the LUMO energy (spin up / spin down), the calculation gives -3.881 / -3.881 eV.

Cartesian coordinates (Å):
Ti  -0.436  0.190  -1.006
P  -0.044  2.727  -0.263
N  -0.267  -0.149  1.124
C  -0.129  -1.789  -2.458
C  0.335  0.432  -3.437
C  -0.424  -0.946  3.773
C  0.351  0.582  2.095
C  0.885  0.956  -2.271
C  0.489  -1.496  -1.239
C  -0.875  -1.791  2.755
C  -0.143  -0.891  -3.563
C  0.172  0.272  3.438
C  -0.831  -1.353  1.436
H  -1.143  -1.993  0.598
H  0.879  -2.231  -0.545
H  1.190  3.006  0.391
H  -1.285  -2.780  2.951
H  -0.388  -1.266  -4.563
H  -0.833  3.601  0.565
H  -0.546  -1.222  4.817
H  -0.501  -2.805  -2.651
H  0.266  3.629  -1.314
H  0.271  1.050  -4.346
H  1.501  1.852  -2.265
H  0.977  1.434  1.784
H  0.529  0.980  4.193

***

No. 3
Formula: C10H13O3S
Source: OMol25
Level of theory: ωB97M-V with the def2-TZVPD basis set

As for the expectation value of S²: 2.037. The calculation puts the frontier orbital gap (spin up / spin down) at 0.1932 / 0.2718 Eh. As for the spin multiplicity: 3. As for the net charge: -1. For the LUMO energy (spin up / spin down), the calculation gives 3.376 / 2.096 eV.

Cartesian coordinates (Å):
S  -0.896  -1.892  1.825
O  0.448  -2.221  2.277
O  -1.689  -2.977  1.234
O  -1.540  -1.042  2.834
C  0.925  2.846  1.048
C  -0.510  -1.243  -2.581
C  -2.004  0.039  -0.219
C  -0.226  -1.589  -1.184
C  -0.582  -0.439  -0.221
C  -0.008  1.960  0.617
C  1.702  0.254  0.248
C  2.551  1.195  0.639
C  2.266  2.532  0.895
C  0.332  0.612  0.181
H  -1.672  -1.146  -2.605
H  -2.328  0.463  0.778
H  -2.517  -0.900  -0.384
H  3.570  0.999  0.597
H  0.710  3.901  1.283
H  -0.716  -2.499  -1.001
H  -0.279  -2.043  -3.281
H  0.920  -1.915  -1.084
H  -2.254  0.571  -1.115
H  2.950  3.290  1.282
H  -0.263  -0.270  -2.952
H  -1.092  2.303  0.822
H  2.203  -0.790  0.066